(1)
56
Properties=species:S:1:pos:R:3:forces:R:3 method="wB97M-V/def2-TZVPD" relative_energy_ev=2.281 multiplicity=2 charge=-1 homo_lumo_gap_ev="5.5 / 6.4" fmax_ev_per_a=2.784
Ti 0.46087 -1.06619 0.35780 -2.7 0.3 -0.5
C 0.24742 2.18720 3.21748 0.0 0.0 -0.1
C -0.50789 0.99639 3.81228 0.0 -0.1 0.0
C -1.95169 0.99319 3.29784 0.0 0.1 -0.1
C 0.19512 -0.32433 3.52219 -0.1 -0.2 0.5
C 1.56258 -0.37834 3.26216 -0.1 0.5 0.1
C 2.19131 -1.56242 2.93979 0.2 -0.5 -0.3
C 1.48105 -2.76682 2.88595 0.2 -0.2 0.3
C 2.18028 -4.06463 2.56415 0.0 0.1 0.0
C 0.13507 -2.73500 3.18058 -0.1 0.2 0.8
C -0.50338 -1.52740 3.48069 0.4 -0.2 0.6
H -0.38360 3.07791 3.23592 0.0 0.0 0.1
H 0.51467 1.99226 2.17478 0.0 0.0 0.0
H 1.16277 2.41739 3.76617 0.0 0.0 0.0
H -0.53201 1.11894 4.90253 0.0 0.1 0.0
H -1.97670 0.69825 2.24677 0.0 0.0 0.0
H -2.38557 1.99133 3.39605 0.0 0.0 0.0
H -2.58857 0.30262 3.84988 0.0 0.0 0.0
H 2.16096 0.52144 3.33715 0.0 0.0 -0.2
H 3.26387 -1.57014 2.77251 0.0 0.0 -0.1
H 2.53985 -4.55554 3.47216 0.0 0.0 0.0
H 3.04140 -3.89739 1.91502 0.0 0.0 0.0
H 1.50663 -4.75514 2.05573 0.0 0.0 0.0
H -0.43985 -3.65237 3.15238 -0.1 0.0 -0.1
H -1.56044 -1.53343 3.69133 -0.1 -0.1 -0.1
Br 1.50570 -2.41095 -1.47536 0.5 -0.9 -0.5
C 0.00435 -2.55176 -2.68965 -0.1 0.3 0.1
C 0.18617 -3.28298 -3.81441 0.0 -0.2 -0.3
C -0.89883 -3.39029 -4.72167 0.2 -0.1 0.0
C -2.07440 -2.76603 -4.44766 -0.2 0.2 0.2
C -2.25121 -1.99261 -3.26144 0.3 -0.1 0.0
C -3.46318 -1.34297 -2.97434 0.0 0.0 0.1
C -3.56197 -0.62842 -1.80790 -0.2 0.0 -0.1
C -2.50098 -0.53295 -0.89998 0.2 0.3 0.4
C -1.26105 -1.11651 -1.07760 0.7 -0.3 -2.1
C -1.17373 -1.85787 -2.32267 -0.1 0.0 0.2
H 1.12999 -3.77253 -4.01393 0.0 0.0 0.0
H -0.78157 -3.97305 -5.62744 0.0 0.0 0.0
H -2.90640 -2.85154 -5.13903 0.0 0.0 0.0
H -4.29560 -1.41632 -3.66518 0.0 0.0 0.0
H -4.49647 -0.12381 -1.57840 0.0 0.0 0.0
H -2.66889 0.03575 0.01187 0.0 0.0 0.0
C 0.97065 0.82257 -0.54080 0.5 1.2 0.2
C 1.20769 1.90995 -1.05852 -0.1 -0.4 0.2
C 1.42837 3.17294 -1.69239 0.0 0.0 0.0
C 1.20384 3.34108 -3.06427 0.0 -0.1 0.0
C 1.41782 4.56493 -3.67491 0.0 0.0 0.0
C 1.85869 5.65470 -2.93597 0.0 0.0 0.0
C 2.08348 5.50306 -1.57445 0.0 0.1 0.0
C 1.87289 4.28032 -0.95992 0.0 0.0 0.0
H 0.85590 2.49334 -3.63991 0.0 0.0 0.0
H 1.23632 4.67119 -4.73790 0.0 0.0 0.0
H 2.02380 6.61160 -3.41545 0.0 0.0 0.0
H 2.42654 6.34619 -0.98638 0.0 0.0 0.0
H 2.04874 4.16369 0.10177 0.0 0.0 0.0
O -0.94080 -1.46846 1.19457 0.7 0.0 0.6



(2)
89
Properties=species:S:1:pos:R:3:forces:R:3 method="wB97M-V/def2-TZVPD" multiplicity=5 charge=-1 homo_lumo_gap_ev="5.6 / 5.6" fmax_ev_per_a=1.299
Pm 0.13724 -0.00903 0.33038 -0.1 -1.1 -0.6
O 4.13241 -2.13154 0.41535 -0.1 -0.1 0.0
C 3.00118 -1.67004 0.58992 0.0 0.0 0.0
N 2.02994 -1.38238 -0.28840 0.2 0.0 -0.1
C 2.19749 -1.68896 -1.66496 0.1 0.1 0.1
C 3.06810 -2.68149 -2.11550 0.0 -0.1 0.0
C 3.18985 -2.97963 -3.46448 0.0 0.0 0.0
C 2.44310 -2.27464 -4.39018 0.0 0.0 0.0
C 1.56985 -1.28279 -3.96675 -0.1 -0.1 0.0
C 1.41597 -0.97690 -2.61044 0.0 0.2 0.0
N 0.51199 -0.00413 -2.10930 0.0 -0.1 0.0
C -0.14829 0.81454 -2.93616 0.1 0.0 0.0
O -0.06766 0.95402 -4.16200 0.0 0.0 0.0
C -1.16215 1.72932 -2.25235 0.0 0.0 -0.1
C -1.72695 2.75358 -3.00668 0.0 0.0 0.0
C -2.67675 3.57056 -2.42866 0.0 0.0 0.0
C -3.05469 3.33279 -1.11369 0.0 0.0 0.0
C -2.44454 2.29844 -0.43287 0.0 -0.1 0.0
N -1.50952 1.51475 -0.98197 0.1 0.2 -0.1
C 2.65638 -1.35352 2.04346 0.1 -0.1 -0.1
C 3.36625 -2.00965 3.04348 0.0 0.1 0.1
C 3.12354 -1.67678 4.36158 0.0 0.0 0.0
C 2.19472 -0.68399 4.64576 0.0 0.0 0.0
C 1.52211 -0.09696 3.59342 0.0 0.0 0.0
N 1.73149 -0.43442 2.31941 0.1 -0.1 0.0
H 3.65894 -3.21848 -1.39272 0.0 0.0 0.0
H 3.87600 -3.75645 -3.78057 0.0 0.0 0.0
H 2.53367 -2.48577 -5.44929 0.0 0.0 0.0
H 0.99091 -0.73453 -4.68906 0.0 0.0 0.0
H -1.39995 2.86081 -4.03006 0.0 0.0 0.0
H -3.12442 4.37900 -2.99354 0.0 0.0 0.0
H -3.80158 3.93740 -0.61756 0.0 0.0 0.0
H -2.69927 2.08201 0.59625 0.0 0.0 0.0
H 4.10470 -2.74011 2.74882 0.0 0.0 0.0
H 3.65781 -2.17506 5.16106 0.0 0.0 0.0
H 1.98278 -0.37682 5.66083 0.0 0.0 0.0
H 0.77502 0.66635 3.76984 -0.1 0.0 0.0
C -6.07641 -5.20922 0.94741 0.0 0.0 0.0
C -6.17462 -3.89788 1.73976 0.1 0.1 0.0
C -6.68014 -4.22989 3.14344 0.0 0.0 0.0
C -7.20252 -2.98067 1.06368 0.0 0.0 0.0
C -4.80864 -3.20746 1.76496 -0.1 0.0 -0.1
C -4.16920 -2.89464 0.57115 0.1 0.0 0.0
C -2.93083 -2.29208 0.59845 0.0 0.0 0.0
Br -2.05423 -1.87117 -1.03716 -0.1 -0.1 -0.1
C -2.22793 -1.94886 1.77464 -0.1 -0.2 -0.4
O -1.03532 -1.42762 1.69505 -0.2 0.1 0.1
C -2.90011 -2.24307 2.98569 0.1 -0.1 0.0
C -4.14725 -2.86154 2.93709 -0.1 0.0 0.2
C -2.22310 -1.92682 4.31600 0.0 -0.1 0.0
C -3.05788 -2.39553 5.50938 0.1 0.0 0.1
C -0.86670 -2.64566 4.38343 0.1 0.0 0.1
C -2.03474 -0.41155 4.45228 0.0 0.0 0.1
H -7.04005 -5.72756 0.94776 0.0 0.0 0.0
H -5.32918 -5.86918 1.39187 0.0 0.0 0.0
H -5.79131 -5.03126 -0.09010 0.0 0.0 0.0
H -7.63995 -4.74725 3.07065 0.0 0.0 0.0
H -6.83088 -3.32870 3.74098 0.0 0.0 0.0
H -5.98532 -4.88349 3.67460 0.0 0.0 0.0
H -8.17712 -3.47499 1.00303 0.0 0.0 0.0
H -6.89371 -2.71638 0.05156 0.0 0.0 0.0
H -7.31994 -2.05517 1.63091 0.0 0.0 0.0
H -4.62361 -3.12238 -0.38544 0.0 0.0 0.0
H -4.63268 -3.08648 3.87717 0.1 0.0 -0.1
H -3.19975 -3.47846 5.51038 0.0 0.0 0.0
H -4.03902 -1.91497 5.53443 0.0 0.0 0.0
H -2.53257 -2.12774 6.42968 0.0 0.0 0.0
H -1.01281 -3.72752 4.33993 0.0 0.0 0.0
H -0.36068 -2.40609 5.32473 0.0 0.0 0.0
H -0.22012 -2.35063 3.55781 -0.1 0.0 0.1
H -3.00896 0.08537 4.48966 0.0 0.0 0.0
H -1.48123 -0.00235 3.61291 0.0 0.0 -0.1
H -1.50116 -0.18321 5.38259 0.0 0.0 0.0
O 0.96117 2.20598 0.88527 0.1 0.4 0.0
C 0.01520 2.34327 1.69622 0.0 0.1 0.1
O -0.85304 1.44227 1.87416 -0.2 0.7 0.8
C -0.10415 3.61455 2.48414 0.0 0.1 0.0
C 0.63234 4.73196 2.11569 0.1 0.0 -0.1
C 0.50313 5.91454 2.82078 0.1 0.2 0.0
C -0.35510 5.95274 3.90556 0.2 -0.5 -0.1
C -1.09078 4.84730 4.29590 -0.1 0.1 0.2
C -0.96646 3.67593 3.57091 -0.1 -0.1 0.0
N -0.49217 7.20206 4.66188 -0.6 -0.1 -0.7
O 0.09572 8.17370 4.25714 0.7 0.5 -0.2
O -1.27847 7.22371 5.57526 -0.3 -0.2 0.9
H 1.30248 4.65815 1.27051 0.0 0.0 0.0
H 1.05352 6.80306 2.54917 0.0 0.0 0.0
H -1.74624 4.92108 5.15103 0.0 0.0 0.0
H -1.53924 2.79692 3.83558 0.0 0.0 0.0



(3)
22
Properties=species:S:1:pos:R:3:forces:R:3 method="wB97M-V/def2-TZVPD" relative_energy_ev=7.431 multiplicity=1 charge=-4 homo_lumo_gap_ev=2.1 fmax_ev_per_a=4.241
Zn 0.41253 -0.58591 0.23618 -0.2 0.2 -0.1
S 0.10355 -2.30829 -3.99017 0.9 0.2 -0.4
O -0.97087 -1.86647 -4.87751 -0.1 0.2 -0.9
O -0.44121 -2.68343 -2.70582 -2.2 -2.3 2.9
O 0.90034 -3.41063 -4.58223 -0.1 0.3 -0.3
O 0.93708 -1.21275 -3.47186 1.7 1.7 -1.4
S -2.69845 -1.54752 5.09992 1.1 -0.3 0.9
O -2.34992 -0.44226 5.99197 0.7 1.6 0.2
O -4.07219 -1.46110 4.69872 -3.1 0.4 -1.0
O -1.89040 -1.59248 3.87018 0.8 0.3 -0.4
O -2.51437 -2.75345 5.89691 0.5 -2.2 0.7
S -1.28272 3.52412 0.69665 -1.0 0.1 0.3
O -1.94145 3.61116 1.99534 -0.2 1.4 0.6
O -1.87213 2.38445 0.03145 -1.8 -1.9 -2.0
O -1.32798 4.72071 -0.14653 0.1 0.5 0.5
O 0.05956 2.98871 0.87747 3.0 0.0 0.4
O 3.79301 -2.13360 1.30650 0.2 0.2 0.0
H 4.20212 -2.34502 2.14566 0.0 0.0 0.3
H 4.02692 -2.86461 0.73454 -0.1 -0.2 -0.3
O 2.57918 3.56476 -4.45234 0.4 0.4 -0.2
H 2.00505 3.72704 -5.20085 -0.2 0.0 0.0
H 2.34234 2.68657 -4.15417 -0.2 -0.4 0.3



(4)
17
Properties=species:S:1:pos:R:3:forces:R:3 method="wB97M-V/def2-TZVPD" relative_energy_ev=1.960 multiplicity=1 charge=-1 homo_lumo_gap_ev=7.7 fmax_ev_per_a=3.845
C -1.97391 0.19356 -0.02925 3.8 -0.3 -0.3
C -0.11530 -1.61149 -0.91469 3.0 0.2 -0.1
C 0.37073 -1.58265 0.49769 0.6 -1.9 2.6
C -0.13128 -0.34126 -0.17432 -0.2 -0.2 0.8
C 0.64416 1.80464 0.76406 1.1 -2.7 -0.5
C 0.78555 0.79215 -0.41233 -1.0 1.2 -0.6
O -2.14203 0.92714 -0.97103 -0.8 0.9 -1.1
O -2.56881 -0.23550 0.91456 -1.0 -0.8 1.3
H 0.72343 -1.92453 -1.55167 -0.3 0.5 -0.3
H -1.02298 -1.88875 -1.25777 -2.8 -1.5 -0.8
H -0.20656 -1.93798 1.39005 0.1 0.1 -1.1
H 1.49026 -2.01808 0.63037 -2.2 1.8 -0.5
H -0.35907 1.91258 1.06386 -1.3 0.0 0.3
H 1.00545 2.72565 0.50442 1.1 2.6 -0.7
H 1.24006 1.43245 1.60359 -0.2 0.0 0.1
H 1.82261 0.58220 -0.67991 0.3 -0.6 0.6
H 0.43771 1.16985 -1.37762 -0.3 0.9 0.2



(5)
7
Properties=species:S:1:pos:R:3:forces:R:3 method="wB97M-V/def2-TZVPD" relative_energy_ev=6.719 multiplicity=1 homo_lumo_gap_ev="10.4 / 7.9" fmax_ev_per_a=1.802
C 1.06202 -0.74956 -0.17953 1.5 0.6 0.5
C 0.15984 0.31109 -0.10021 -0.5 0.5 0.1
C -0.90779 1.04825 -0.10105 -0.1 0.4 0.1
N 1.65102 0.30934 0.17844 -0.9 -1.4 -0.5
H 0.76921 -3.65857 0.39813 0.0 0.1 0.0
H -0.85808 2.09849 0.14383 0.1 0.1 0.0
H -1.87621 0.64095 -0.33962 -0.1 -0.2 -0.1



(6)
86
Properties=species:S:1:pos:R:3:forces:R:3 method="wB97M-V/def2-TZVPD" relative_energy_ev=6.239 multiplicity=1 homo_lumo_gap_ev=2.3 fmax_ev_per_a=3.085
Hg -0.37739 0.17429 0.12606 -0.1 0.0 0.0
C -4.13787 3.03185 -1.20466 1.9 -0.7 0.5
O -2.71999 2.98772 -1.21521 -2.3 0.0 0.0
H -4.63834 2.15789 -1.62157 0.2 0.0 -0.6
H -4.57242 3.11694 -0.20865 0.3 0.0 0.9
H -4.53572 3.96408 -1.60561 0.2 0.4 -0.7
C 2.38955 -4.05657 0.77671 -1.1 2.2 0.4
O 1.89183 -2.83176 1.31495 0.8 -1.9 -0.7
H 1.58264 -4.73456 0.49863 -0.1 -0.1 -0.2
H 3.10942 -3.88866 -0.02436 -0.1 0.2 -0.5
H 3.01128 -4.59569 1.49147 0.1 0.0 0.8
C -2.53676 -5.17471 4.26495 -0.8 0.2 0.4
C -3.34839 -4.69340 5.48713 0.1 1.2 -0.1
C -3.71563 -3.22858 5.16847 -1.1 0.6 -0.4
S -4.05590 -3.03366 3.35183 -0.2 -1.2 -0.3
O -3.14430 -1.99270 2.83170 -1.6 -1.6 0.5
O -5.51566 -3.03665 3.01940 3.0 0.3 0.8
C -3.36671 -4.78224 3.03572 0.5 0.6 -0.5
H -2.46064 -6.25901 4.34621 0.4 0.0 -0.3
H -1.56001 -4.69893 4.35256 0.1 -0.1 -0.5
H -2.70850 -4.63434 6.36755 0.0 -0.3 0.1
H -4.20184 -5.32514 5.73336 -0.1 0.1 -0.3
H -2.91659 -2.53746 5.43676 0.1 -0.1 -0.3
H -4.63463 -2.81218 5.58096 0.0 -0.4 0.4
H -2.84342 -4.68834 2.08417 0.4 0.0 0.2
H -4.11258 -5.56017 2.87259 -0.6 0.6 0.2
C 4.25860 -3.31162 -5.58484 -0.6 -0.9 -0.3
C 4.97705 -2.02999 -5.32184 -0.6 2.3 0.2
C 4.06180 -0.88096 -5.90180 -0.8 -1.0 -0.9
S 2.30676 -1.39554 -5.41666 2.1 0.5 1.7
O 1.36166 -1.16994 -6.48429 0.2 0.1 0.4
O 2.07739 -0.92394 -4.04713 -0.1 -0.3 -1.5
C 2.74705 -3.15874 -5.33901 -0.8 0.0 -0.4
H 4.76621 -4.10628 -5.03806 -0.5 -0.2 0.2
H 4.28701 -3.62280 -6.62910 0.6 0.3 -0.2
H 6.00083 -2.02849 -5.69596 -0.2 0.1 -0.3
H 5.05876 -1.84618 -4.25057 0.0 -0.1 0.1
H 3.98563 -0.95844 -6.98637 0.2 -0.4 -0.3
H 4.25848 0.18667 -5.80386 0.0 -0.2 1.0
H 2.18864 -3.53585 -6.19579 0.1 -0.3 0.1
H 2.27789 -3.59027 -4.45483 0.4 0.2 0.2
C 3.42197 6.88170 0.10662 0.4 -0.1 -0.6
C 2.33707 6.74579 -0.99552 -0.7 -1.6 0.9
C 2.76059 5.60106 -1.91551 0.3 -0.1 -1.0
S 3.61330 4.34366 -0.94293 -0.8 -0.1 1.4
O 4.69274 3.76878 -1.71151 -0.3 0.1 0.2
O 2.62306 3.45201 -0.29777 1.6 1.6 -1.0
C 4.25785 5.57599 0.29025 0.2 -0.1 -0.5
H 2.99332 7.28381 1.02458 0.1 -0.1 0.0
H 4.07672 7.62416 -0.34963 0.4 0.1 0.6
H 2.14897 7.71192 -1.46383 0.1 -0.3 -0.3
H 1.40958 6.40667 -0.53415 -0.2 0.2 0.1
H 3.42846 5.92721 -2.71281 0.5 0.0 0.3
H 2.02239 5.01906 -2.46727 -0.6 0.3 0.4
H 5.30077 5.78096 0.04858 -0.1 -0.1 -0.6
H 4.39402 5.08342 1.25302 -1.0 0.1 0.2
C -6.08276 -1.49452 -4.66283 0.5 -0.4 0.1
C -6.58646 -2.25443 -3.39171 0.9 -0.3 -0.2
C -5.75321 -3.57898 -3.33117 1.1 0.8 0.4
S -3.97445 -3.02370 -3.72432 1.1 0.6 -1.4
O -3.24579 -4.02170 -4.53470 -1.3 0.9 1.3
O -3.22195 -2.40857 -2.61514 -1.8 -1.0 -1.0
C -4.56362 -1.69712 -4.88870 0.1 -0.9 0.2
H -6.35267 -0.43848 -4.65815 -0.1 -0.1 0.1
H -6.49602 -1.97379 -5.55031 -0.6 0.2 0.2
H -7.66497 -2.40494 -3.43941 0.1 -0.4 -0.2
H -6.46082 -1.63313 -2.50498 0.4 -0.2 0.1
H -6.04186 -4.32476 -4.07184 0.2 0.3 -0.3
H -5.60979 -4.11563 -2.39333 -0.5 0.4 0.3
H -4.45664 -2.16593 -5.86690 0.3 0.0 0.1
H -3.87695 -0.85084 -4.86826 -0.3 0.1 0.5
C 3.48433 3.01998 6.80135 0.9 -0.1 0.7
C 2.95540 4.42213 6.52047 0.3 0.0 0.6
C 1.55498 4.24949 6.03179 -1.8 0.3 -1.0
S 1.23433 2.49300 5.67026 0.9 -0.4 -0.4
O 0.79526 2.36603 4.29979 -0.4 0.0 0.5
O 0.54921 1.80761 6.75654 0.3 0.8 -0.7
C 2.98681 2.07461 5.73938 -0.2 -0.4 -0.5
H 3.09473 2.65279 7.75082 0.1 0.1 0.2
H 4.56781 3.11511 6.87283 0.0 -0.5 0.0
H 3.61003 4.93241 5.81395 -0.2 -0.1 -0.3
H 2.98850 5.04151 7.41678 0.0 -0.1 0.1
H 1.38715 4.72388 5.06490 0.0 0.0 0.0
H 0.73231 4.58546 6.66301 0.3 0.0 0.3
H 3.42921 2.20218 4.75140 -0.2 0.5 -0.1
H 3.04149 0.99873 5.90550 0.1 0.1 0.6



Among the records above, which one has the highest multiplicity? C39H36BrN5O7Pm



Which value of multiplicity does entry 4 give? 1



What is the multiplicity in the third record? 1